*a*
180
Properties=species:S:1:pos:R:3 method="wB97M-V/def2-TZVPD" homo_energy_ev=-7.623 homo_lumo_gap_ev=7.815 spin_multiplicity=1 charge=0 smiles=CC1(C)CCCC(C)(C)N1O.CC1(C)CCCC(C)(C)N1O.CC1(C)CCCC(C)(C)N1O.CC1(C)CCCC(C)(C)N1O.CC1(C)CCCC(C)(C)N1O.CC1(C)CCCC(C)(C)N1O
C -8.341 -5.073 4.470
C -7.247 -4.186 3.731
C -5.927 -4.436 4.412
C -5.183 -5.870 4.222
C -5.158 -6.277 2.754
C -6.437 -5.966 2.021
N -7.050 -4.613 2.301
O -8.113 -4.312 1.552
C -6.056 -6.072 0.534
C -7.484 -7.097 2.269
C -7.659 -2.722 3.959
H -9.134 -5.495 3.853
H -8.722 -4.387 5.227
H -7.932 -5.920 5.021
H -5.264 -3.635 4.087
H -6.025 -4.299 5.489
H -5.700 -6.648 4.785
H -4.167 -5.674 4.563
H -5.004 -7.354 2.678
H -4.253 -5.831 2.341
H -5.327 -5.311 0.255
H -5.541 -7.002 0.293
H -6.941 -5.984 -0.096
H -7.758 -7.084 3.324
H -8.430 -6.808 1.813
H -7.233 -8.118 1.980
H -8.528 -2.389 3.391
H -6.924 -2.058 3.504
H -7.976 -2.442 4.963
H -8.060 -3.428 1.180
C 4.912 1.630 0.109
C 5.516 2.853 -0.594
C 7.079 2.691 -0.380
C 7.813 1.737 -1.370
C 7.546 2.352 -2.782
C 6.037 2.334 -3.144
N 5.218 2.943 -2.054
O 3.873 3.158 -2.314
C 5.731 3.082 -4.483
C 5.659 0.846 -3.302
C 5.063 4.155 0.110
H 5.576 0.781 -0.053
H 3.926 1.421 -0.305
H 4.896 1.736 1.194
H 7.599 3.645 -0.294
H 7.340 2.087 0.488
H 7.460 0.706 -1.362
H 8.843 1.506 -1.101
H 8.178 1.930 -3.564
H 7.921 3.375 -2.751
H 4.774 3.050 -5.005
H 5.914 4.109 -4.166
H 6.411 2.712 -5.250
H 5.349 0.293 -2.416
H 4.910 0.644 -4.068
H 6.504 0.223 -3.596
H 5.389 5.023 -0.463
H 5.501 4.317 1.095
H 3.990 4.208 0.296
H 3.473 2.322 -2.064
C 4.660 7.802 5.112
C 3.363 7.820 5.996
C 2.509 9.102 5.587
C 1.830 9.049 4.238
C 1.243 7.616 3.890
C 1.361 6.518 5.079
N 2.680 6.541 5.694
O 3.062 5.415 6.392
C 0.204 6.675 6.131
C 1.187 5.102 4.381
C 3.758 7.929 7.569
H 4.478 7.803 4.038
H 5.257 6.911 5.311
H 5.259 8.697 5.278
H 1.790 9.293 6.384
H 3.109 10.011 5.611
H 2.565 9.310 3.478
H 1.007 9.756 4.346
H 1.340 7.291 2.855
H 0.169 7.795 3.952
H 0.430 6.270 7.117
H -0.124 7.710 6.229
H -0.659 6.047 5.909
H 0.726 5.310 3.415
H 2.142 4.662 4.095
H 0.593 4.394 4.958
H 2.938 7.673 8.241
H 3.950 8.955 7.885
H 4.552 7.270 7.919
H 3.921 5.285 5.983
C 3.892 -4.387 2.229
C 3.775 -5.674 3.010
C 2.273 -6.098 2.874
C 1.831 -7.406 3.423
C 2.719 -8.499 2.758
C 4.286 -8.095 2.641
N 4.526 -6.702 2.288
O 5.808 -6.444 2.219
C 4.979 -8.528 4.020
C 4.972 -8.971 1.448
C 4.148 -5.495 4.451
H 3.712 -4.377 1.154
H 4.920 -4.066 2.395
H 3.234 -3.615 2.627
H 1.514 -5.341 3.072
H 2.075 -6.251 1.814
H 0.775 -7.541 3.185
H 1.918 -7.383 4.509
H 2.270 -8.939 1.868
H 2.696 -9.302 3.496
H 5.317 -9.565 4.032
H 5.687 -7.833 4.471
H 4.121 -8.576 4.690
H 4.587 -8.540 0.524
H 6.050 -9.121 1.397
H 4.541 -9.969 1.368
H 3.878 -6.341 5.083
H 3.580 -4.628 4.791
H 5.189 -5.188 4.552
H 5.852 -5.943 1.401
C -3.061 2.651 -10.585
C -1.681 2.325 -9.944
C -1.376 3.590 -9.022
C -0.221 3.415 -8.025
C -0.318 2.089 -7.283
C -0.564 0.768 -8.150
N -1.687 1.083 -9.048
O -2.157 -0.018 -9.833
C 0.745 0.252 -8.714
C -1.011 -0.296 -7.086
C -0.523 2.256 -10.969
H -3.901 2.630 -9.891
H -3.253 1.846 -11.294
H -3.012 3.610 -11.100
H -1.121 4.430 -9.669
H -2.243 4.046 -8.544
H -0.029 4.271 -7.378
H 0.671 3.462 -8.649
H -1.096 2.174 -6.524
H 0.680 1.961 -6.863
H 0.637 -0.458 -9.535
H 1.331 1.050 -9.171
H 1.327 -0.203 -7.913
H -1.161 -1.263 -7.567
H -0.353 -0.319 -6.217
H -1.978 0.002 -6.681
H -0.325 1.297 -11.449
H 0.409 2.394 -10.421
H -0.635 3.157 -11.572
H -3.094 0.184 -9.885
C -6.766 0.222 -1.767
C -5.400 0.973 -1.325
C -5.775 1.660 -0.009
C -4.542 2.148 0.908
C -3.636 0.915 1.055
C -3.255 0.108 -0.194
N -4.445 -0.109 -1.086
O -4.219 -0.982 -2.199
C -2.170 0.900 -1.008
C -2.710 -1.261 0.311
C -4.946 2.063 -2.335
H -7.499 0.951 -2.111
H -7.213 -0.249 -0.891
H -6.640 -0.482 -2.590
H -6.438 2.457 -0.347
H -6.507 1.067 0.539
H -4.917 2.437 1.890
H -4.074 3.017 0.445
H -4.035 0.195 1.770
H -2.740 1.212 1.599
H -2.531 1.865 -1.362
H -1.352 1.105 -0.317
H -1.753 0.357 -1.856
H -2.290 -1.847 -0.507
H -1.976 -1.107 1.103
H -3.554 -1.792 0.751
H -4.252 2.778 -1.892
H -5.819 2.586 -2.725
H -4.404 1.696 -3.207
H -4.389 -1.844 -1.812



*b*
180
Properties=species:S:1:pos:R:3 method="wB97M-V/def2-TZVPD" homo_energy_ev=-8.000 homo_lumo_gap_ev=8.241 spin_multiplicity=1 charge=0 smiles=CC1(C)CCCC(C)(C)N1O.CC1(C)CCCC(C)(C)N1O.CC1(C)CCCC(C)(C)N1O.CC1(C)CCCC(C)(C)N1O.CC1(C)CCCC(C)(C)N1O.CC1(C)CCCC(C)(C)N1O
C -0.238 -1.800 -2.200
C -0.172 -0.255 -2.407
C -1.638 0.156 -2.680
C -1.576 1.667 -2.933
C -1.175 2.363 -1.619
C 0.146 1.846 -0.997
N 0.201 0.398 -1.159
O 1.392 -0.167 -0.636
C 1.326 2.623 -1.677
C 0.201 2.194 0.468
C 0.840 -0.108 -3.579
H 0.783 -2.154 -2.042
H -0.739 -2.356 -2.990
H -0.767 -2.091 -1.286
H -2.123 -0.364 -3.504
H -2.243 0.075 -1.780
H -2.576 2.025 -3.201
H -0.929 1.986 -3.749
H -2.009 2.452 -0.918
H -1.090 3.422 -1.891
H 1.075 3.683 -1.643
H 2.248 2.408 -1.140
H 1.413 2.350 -2.728
H -0.627 1.847 1.094
H 1.157 1.951 0.939
H 0.156 3.272 0.666
H 1.882 -0.005 -3.271
H 0.581 0.663 -4.306
H 0.904 -1.049 -4.132
H 1.123 -0.373 0.266
C 4.898 -3.301 -4.544
C 4.829 -4.344 -3.449
C 3.517 -4.143 -2.672
C 2.223 -4.452 -3.443
C 2.330 -5.873 -4.078
C 3.665 -6.280 -4.697
N 4.855 -5.727 -4.017
O 6.085 -6.040 -4.645
C 3.790 -7.818 -4.394
C 3.803 -5.943 -6.176
C 5.977 -4.179 -2.433
H 5.583 -3.630 -5.331
H 5.183 -2.317 -4.163
H 4.007 -3.096 -5.146
H 3.421 -4.915 -1.904
H 3.523 -3.139 -2.249
H 1.971 -3.702 -4.196
H 1.385 -4.526 -2.750
H 1.528 -5.850 -4.815
H 2.043 -6.477 -3.216
H 3.917 -7.784 -3.308
H 2.843 -8.358 -4.461
H 4.639 -8.318 -4.850
H 3.956 -4.883 -6.356
H 4.599 -6.527 -6.630
H 2.857 -6.182 -6.677
H 6.922 -4.567 -2.810
H 5.703 -4.772 -1.559
H 6.072 -3.124 -2.183
H 6.463 -6.583 -3.946
C -6.427 -1.463 -3.768
C -6.378 -0.959 -2.325
C -7.459 0.139 -2.108
C -8.886 -0.441 -2.019
C -8.939 -1.514 -0.938
C -7.870 -2.608 -1.160
N -6.568 -1.990 -1.280
O -5.513 -2.946 -1.434
C -8.015 -3.369 0.179
C -8.235 -3.559 -2.315
C -5.026 -0.269 -2.050
H -6.296 -0.631 -4.468
H -7.370 -1.888 -4.100
H -5.594 -2.146 -3.936
H -7.190 0.785 -1.271
H -7.433 0.801 -2.978
H -9.217 -0.778 -3.001
H -9.531 0.381 -1.696
H -9.919 -1.986 -0.912
H -8.696 -1.047 0.016
H -7.437 -4.300 0.206
H -7.492 -2.815 0.969
H -9.012 -3.512 0.584
H -8.875 -3.115 -3.076
H -7.448 -4.138 -2.804
H -8.776 -4.414 -1.890
H -4.912 0.671 -2.601
H -4.250 -0.947 -2.399
H -4.897 0.094 -1.029
H -5.097 -2.872 -0.568
C 3.165 -2.972 0.798
C 2.659 -4.130 1.697
C 3.920 -4.698 2.330
C 3.656 -5.581 3.543
C 2.938 -4.813 4.612
C 1.660 -4.159 4.035
N 1.808 -3.494 2.740
O 0.608 -2.929 2.261
C 0.650 -5.296 3.962
C 1.071 -3.162 5.082
C 1.929 -5.052 0.753
H 3.653 -2.179 1.382
H 2.372 -2.374 0.340
H 3.922 -3.266 0.075
H 4.647 -5.126 1.634
H 4.577 -3.899 2.698
H 4.576 -5.946 4.015
H 3.143 -6.519 3.315
H 3.620 -4.085 5.063
H 2.639 -5.495 5.409
H 0.259 -5.744 4.876
H -0.277 -5.158 3.382
H 0.999 -6.085 3.281
H 1.821 -2.404 5.312
H 0.142 -2.773 4.671
H 0.867 -3.711 6.001
H 0.991 -4.604 0.409
H 1.673 -6.046 1.126
H 2.448 -5.184 -0.196
H 0.918 -2.031 2.090
C -6.162 0.975 5.004
C -4.765 0.970 5.672
C -3.673 0.803 4.626
C -3.353 2.069 3.847
C -3.034 3.239 4.832
C -4.187 3.423 5.830
N -4.535 2.185 6.472
O -5.500 2.380 7.479
C -3.649 4.455 6.875
C -5.304 4.205 5.067
C -4.680 -0.228 6.567
H -6.557 -0.041 4.972
H -6.165 1.312 3.961
H -6.880 1.675 5.432
H -2.761 0.427 5.107
H -3.861 0.017 3.889
H -4.264 2.292 3.285
H -2.543 2.042 3.119
H -2.854 4.092 4.180
H -2.142 3.029 5.426
H -4.432 5.071 7.310
H -3.162 3.883 7.671
H -2.848 5.056 6.445
H -6.211 4.387 5.647
H -4.916 5.134 4.657
H -5.697 3.573 4.264
H -5.644 -0.434 7.050
H -3.938 -0.213 7.365
H -4.563 -1.136 5.969
H -5.228 1.759 8.165
C 4.246 5.962 -1.837
C 4.583 7.223 -0.994
C 5.179 6.671 0.323
C 5.851 7.736 1.194
C 6.968 8.438 0.411
C 6.402 9.037 -0.865
N 5.562 8.099 -1.642
O 5.261 8.494 -2.947
C 5.601 10.309 -0.593
C 7.677 9.337 -1.698
C 3.270 7.928 -0.607
H 4.093 6.354 -2.849
H 3.256 5.644 -1.515
H 4.994 5.181 -1.921
H 4.501 6.012 0.863
H 6.016 6.010 0.057
H 6.293 7.160 2.013
H 5.171 8.441 1.677
H 7.768 7.697 0.325
H 7.499 9.259 0.899
H 5.073 10.602 -1.504
H 4.872 10.104 0.185
H 6.261 11.168 -0.450
H 8.305 10.009 -1.117
H 8.111 8.378 -1.989
H 7.531 9.826 -2.668
H 2.500 7.207 -0.335
H 2.993 8.295 -1.608
H 3.240 8.776 0.067
H 6.020 8.180 -3.455



Name the most stable of them. *b*.



*a*
15
Properties=species:S:1:pos:R:3 method="wB97M-V/def2-TZVPD" homo_energy_ev=-9.093 homo_lumo_gap_ev=9.856 spin_multiplicity=1 charge=0 smiles=OC[C@@H]1NC[C@H]1F
C -1.471 -0.679 0.469
C -0.027 -0.034 0.691
C 1.667 0.833 -0.214
C 0.981 -0.414 -0.403
H -2.880 -0.276 -0.898
H -2.148 -0.607 1.227
H -1.473 -1.759 0.165
H 0.423 -0.290 1.692
H -0.460 1.805 -0.376
H 2.283 0.493 0.604
H 2.473 1.419 -1.051
H 0.620 -0.717 -1.483
N 0.345 1.509 0.347
O -2.041 0.129 -0.669
F 1.708 -1.412 -0.100



*b*
15
Properties=species:S:1:pos:R:3 method="wB97M-V/def2-TZVPD" homo_energy_ev=-9.465 homo_lumo_gap_ev=10.127 spin_multiplicity=1 charge=0 smiles="CC/N=C/F.C=O"
C 1.110 1.855 1.092
C -0.357 2.165 0.955
C -1.934 -3.176 -1.880
C 1.415 -0.437 0.038
N 1.402 0.439 0.935
O -1.794 -2.088 -1.378
F 1.953 -1.634 0.416
H 1.657 2.374 0.306
H -0.772 1.291 0.398
H -0.695 3.138 0.710
H -0.804 1.897 1.923
H -2.362 -3.417 -2.934
H -1.675 -4.205 -1.384
H 1.632 2.262 1.908
H 1.224 -0.464 -1.104



Name the most stable of them. *b*.